Record 1
19
Properties=species:S:1:pos:R:3:lowdin_charge:R:1 method="wB97M-V/def2-TZVPD" orbital_gap_ev=9.367 spin_multiplicity=1 homo_energy_ev=-8.711 charge=0 smiles=CCSSCC.O
C 0.0000 0.0000 0.0000 -0.180
C 1.0524 -0.9836 0.5444 -0.610
S 0.2401 -2.4848 1.2069 0.468
S 1.5540 -2.9606 2.6214 0.452
C 2.7144 -4.2172 1.9233 -0.566
C 2.9139 -4.0552 0.3727 -0.194
H -0.5590 0.4536 0.8357 0.075
H -0.7110 -0.5427 -0.6454 0.065
H 0.4660 0.8067 -0.5905 0.067
H 1.7467 -1.3189 -0.2499 0.055
H 1.6530 -0.4791 1.3255 0.065
H 3.7230 -4.1199 2.3692 0.067
H 2.3613 -5.2493 2.1117 0.066
H 3.6748 -4.8062 0.1012 0.068
H 3.2222 -3.0783 -0.0361 0.061
H 1.9548 -4.3432 -0.0896 0.046
O 2.1681 3.8151 0.1798 -0.092
H 2.9563 4.3987 0.2592 0.047
H 2.4466 3.1053 -0.4421 0.041

---

Record 2
117
Properties=species:S:1:pos:R:3:lowdin_charge:R:1 method="wB97M-V/def2-TZVPD" orbital_gap_ev="5.857 / 6.912" spin_multiplicity=2 s_squared=0.78 homo_energy_ev="-6.046 / -7.084" charge=0
Ti -0.0983 0.5159 -0.7483 0.950
C 2.5147 -2.5757 -0.5727 -0.490
C 3.1126 -2.4082 0.8194 -0.507
S 2.8269 -0.7794 1.5559 0.837
C 2.2276 -1.2546 3.1970 -0.524
C 0.8940 -1.9996 3.2643 -0.506
S -0.4571 -1.2826 2.2791 0.875
C -1.0077 -2.7547 1.3896 -0.522
C 0.0017 -3.3696 0.4266 -0.461
S 0.7483 -2.2448 -0.7928 0.939
H 2.9990 -1.9058 -1.2862 0.068
H 2.7034 -3.5969 -0.9112 0.085
H 2.7187 -3.1673 1.4952 0.062
H 4.1874 -2.5819 0.7467 0.079
H 2.9881 -1.8535 3.7025 0.081
H 2.1583 -0.3131 3.7420 0.060
H 1.0258 -3.0326 2.9425 0.061
H 0.5796 -2.0374 4.3085 0.075
H -1.2910 -3.5203 2.1153 0.086
H -1.9045 -2.4517 0.8565 0.052
H 0.8149 -3.8398 0.9780 0.059
H -0.5030 -4.1545 -0.1374 0.086
O -2.8996 -2.2381 -1.6150 0.091
C -2.4490 -1.1183 -1.5979 -0.650
O -1.7160 -0.6360 -0.6159 -0.289
C -2.6932 -0.0992 -2.7104 -0.209
P -2.1886 1.5290 -2.0403 1.088
C -2.2288 2.6996 -3.4254 -0.340
C -2.8883 2.4093 -4.6192 -0.089
C -2.8912 3.3263 -5.6601 -0.075
C -2.2332 4.5396 -5.5186 -0.076
C -1.5641 4.8299 -4.3385 -0.070
C -1.5532 3.9126 -3.2993 -0.080
C -3.6151 1.9634 -0.9909 -0.334
C -4.7812 2.4836 -1.5484 -0.075
C -5.8768 2.7620 -0.7455 -0.078
C -5.8140 2.5239 0.6205 -0.077
C -4.6521 2.0164 1.1827 -0.059
C -3.5549 1.7391 0.3821 -0.088
H -3.7378 -0.1289 -3.0205 0.104
H -2.0474 -0.3653 -3.5467 0.096
H -3.4032 1.4653 -4.7430 0.101
H -3.4062 3.0904 -6.5822 0.105
H -2.2339 5.2541 -6.3314 0.105
H -1.0399 5.7705 -4.2293 0.097
H -1.0036 4.1466 -2.3938 0.085
H -4.8329 2.6905 -2.6112 0.102
H -6.7775 3.1679 -1.1875 0.103
H -6.6696 2.7402 1.2471 0.104
H -4.5919 1.8405 2.2488 0.110
H -2.6483 1.3540 0.8323 0.096
C 7.8719 6.2337 3.2102 -0.055
C 6.9502 5.3778 2.3860 -0.272
C 6.6388 5.7079 1.0784 -0.020
C 5.7759 4.9335 0.3028 -0.297
C 5.5080 5.3862 -1.1058 -0.069
C 5.1907 3.7918 0.8667 -0.427
Te 3.8148 2.5928 -0.2191 1.457
N 1.6717 0.9295 -1.4416 -0.062
C 1.3680 0.3605 -2.5699 -0.618
O 0.1326 -0.0799 -2.7268 -0.242
C 2.3034 0.1776 -3.7077 -0.162
C 3.6700 0.3503 -3.5014 -0.047
C 4.5528 0.2094 -4.5598 -0.072
C 4.0705 -0.0954 -5.8264 -0.085
C 2.7086 -0.2704 -6.0327 -0.076
C 1.8232 -0.1381 -4.9744 -0.013
C 2.5261 4.2348 -0.5968 -0.448
C 2.2252 5.0448 0.4970 -0.142
C 1.4524 6.1847 0.3607 -0.084
C 0.9632 6.5274 -0.8921 -0.080
C 1.2672 5.7295 -1.9814 -0.070
C 2.0453 4.5741 -1.8636 -0.309
C 2.3597 3.7828 -3.1012 -0.061
C 5.5097 3.4329 2.1878 -0.311
C 4.9238 2.2117 2.8507 -0.100
C 6.3811 4.2274 2.9207 -0.025
H 8.3493 7.0000 2.6004 0.072
H 8.6560 5.6350 3.6766 0.078
H 7.3268 6.7368 4.0116 0.080
H 7.0850 6.5927 0.6355 0.114
H 6.3681 5.9300 -1.4973 0.078
H 4.6413 6.0509 -1.1452 0.085
H 5.2981 4.5455 -1.7673 0.042
H 4.0233 0.6075 -2.5108 0.054
H 5.6147 0.3453 -4.4005 0.104
H 4.7588 -0.1968 -6.6560 0.101
H 2.3378 -0.5101 -7.0209 0.102
H 0.7599 -0.2775 -5.1151 0.115
H 2.6257 4.7910 1.4719 0.094
H 1.2309 6.7952 1.2263 0.106
H 0.3548 7.4137 -1.0198 0.104
H 0.9149 6.0117 -2.9681 0.095
H 2.3040 4.4199 -3.9850 0.084
H 1.6509 2.9628 -3.2357 0.065
H 3.3526 3.3337 -3.0484 0.043
H 5.0625 1.3057 2.2590 0.041
H 3.8453 2.3190 2.9921 0.048
H 5.3849 2.0521 3.8255 0.076
H 6.6225 3.9400 3.9392 0.115
C 1.0280 2.3330 2.7087 -0.033
C 0.0443 2.5932 1.6195 -0.327
O -0.0302 1.6930 0.6630 -0.236
C -0.7832 3.7542 1.5843 -0.175
C -1.5472 4.0761 0.4506 -0.049
C -2.3410 5.2039 0.4197 -0.075
C -2.3924 6.0572 1.5166 -0.089
C -1.6315 5.7639 2.6456 -0.090
C -0.8364 4.6355 2.6850 -0.032
H 1.6799 1.5221 2.3989 0.020
H 0.5370 2.0701 3.6527 0.098
H 1.6513 3.2109 2.8993 0.074
H -1.4870 3.4267 -0.4094 0.049
H -2.9222 5.4234 -0.4686 0.107
H -3.0154 6.9417 1.4939 0.097
H -1.6623 6.4240 3.5036 0.101
H -0.2551 4.4243 3.5729 0.106

---

Record 3
24
Properties=species:S:1:pos:R:3:lowdin_charge:R:1 method="wB97M-V/def2-TZVPD" orbital_gap_ev=11.402 spin_multiplicity=1 homo_energy_ev=-14.523 charge=+1
C -2.4618 1.5642 -0.4442 -0.217
O -3.4676 1.0091 -1.3379 -0.048
C -1.4173 0.4516 -0.3795 -0.151
N -0.4111 0.6916 0.7068 0.136
H -2.8730 1.7592 0.6020 0.143
H -2.0062 2.4804 -0.8200 0.124
H -3.8385 1.7627 -1.8124 0.099
H -1.9242 -0.4780 -0.1812 0.134
H -0.8419 0.3443 -1.2956 0.125
H -0.8481 0.7492 1.6781 0.200
H 0.1388 1.5631 0.5084 0.176
H 0.2425 -0.1382 0.8208 0.041
C 2.8113 -0.1844 1.1925 -0.028
C 2.1299 -1.3160 0.3481 -0.426
C 1.9655 -0.9243 -1.0946 -0.044
O 0.8318 -1.4993 0.9590 -0.076
H 3.0004 -0.5258 2.2107 0.086
H 2.1862 0.7173 1.2613 0.062
H 3.7857 0.1686 0.7918 0.103
H 2.6897 -2.2626 0.4835 0.155
H 2.9074 -0.6876 -1.5963 0.100
H 1.3491 0.0143 -1.1330 0.077
H 1.4657 -1.7415 -1.6247 0.095
H 0.3655 -2.1926 0.4565 0.135

---

Record 4
20
Properties=species:S:1:pos:R:3:lowdin_charge:R:1 method="wB97M-V/def2-TZVPD" orbital_gap_ev=11.082 spin_multiplicity=1 homo_energy_ev=-14.062 charge=+1
C 2.2814 1.4546 0.3450 -0.078
N 1.1393 0.8240 1.0643 -0.014
H 1.9295 1.8207 -0.6168 0.083
H 2.6894 2.2887 0.9010 0.087
H 3.0298 0.6937 0.1407 0.090
H 0.4666 -0.0307 0.2397 0.086
H 0.4844 1.5456 1.3701 0.119
H 1.4615 0.3586 1.9056 0.121
C -0.6658 -1.9745 0.1635 -0.047
N -0.1665 -0.7740 -0.5320 -0.093
C -1.2536 0.0273 -1.2086 -0.248
N -2.2841 0.5074 -0.3463 0.045
H 0.1721 -2.6003 0.4596 0.097
H -1.1691 -1.6691 1.0710 0.086
H -1.3480 -2.5410 -0.4748 0.103
H 0.4802 -1.0440 -1.2754 0.153
H -1.6903 -0.5991 -1.9755 0.127
H -0.7694 0.8677 -1.6985 0.124
H -2.8516 -0.2325 0.0544 0.085
H -1.9359 1.0768 0.4131 0.074

---

Record 5
10
Properties=species:S:1:pos:R:3:lowdin_charge:R:1 method="wB97M-V/def2-TZVPD" orbital_gap_ev=9.016 spin_multiplicity=1 homo_energy_ev=-9.026 charge=0 smiles="C=C(Cl)/C=C/Br"
C -1.9243 -0.5777 0.0405 0.014
C -0.7765 0.1800 -0.0637 -0.707
Cl -0.9275 1.9526 0.0208 0.639
C 0.5671 -0.3402 -0.1300 -0.251
C 1.6786 0.4514 0.0041 -0.540
Br 3.4563 -0.3722 0.0096 0.596
H -2.7266 0.1980 0.0909 0.053
H -2.0321 -1.6426 0.1571 0.064
H 0.8608 -1.3849 0.0000 0.096
H 1.8241 1.5356 -0.1293 0.035

---

Record 6
9
Properties=species:S:1:pos:R:3:lowdin_charge:R:1 method="wB97M-V/def2-TZVPD" orbital_gap_ev=9.365 spin_multiplicity=1 homo_energy_ev=-9.802 charge=0 smiles="C#C/C(C#N)=C/Cl"
C -2.9937 -0.9250 -0.0286 0.158
C -1.8427 -0.5957 -0.0119 -0.115
C -0.5155 -0.0930 0.0043 -0.334
C -0.3650 1.3738 0.0261 -0.178
N -0.2750 2.5340 0.0013 0.168
C 0.5238 -0.9320 0.1159 -0.493
Cl 2.1593 -0.4462 -0.0375 0.680
H -4.0294 -1.1208 -0.0996 0.034
H 0.4049 -2.0002 0.0926 0.081

---

Record 7
21
Properties=species:S:1:pos:R:3:lowdin_charge:R:1 method="wB97M-V/def2-TZVPD" orbital_gap_ev="11.377 / 4.446" spin_multiplicity=2 s_squared=0.76 homo_energy_ev="-14.964 / -14.945" charge=+1
C -0.9498 1.1035 2.2690 0.072
O -0.1332 0.9818 1.0378 0.068
H -1.0176 2.1676 2.3354 0.138
H -1.9512 0.8885 1.8306 0.136
H -0.6795 0.5905 3.2252 0.154
H 0.8488 0.8462 1.3123 0.162
H 0.4911 0.5187 -1.6804 -0.024
H 0.1115 -0.8699 -2.2832 0.115
O -0.0471 0.1689 -2.3657 -0.069
H 1.0932 -1.8238 -0.4937 -0.055
H 1.9517 -2.2898 -1.6252 0.115
O 1.4253 -1.5596 -1.2649 -0.022
H -0.9998 -1.5844 0.0724 0.067
H -0.3993 -0.6004 0.9328 -0.008
O -0.2425 -1.4801 0.5931 0.099
H 1.5388 0.4180 -0.4561 -0.012
H 2.9943 0.0535 -0.2513 0.076
O 2.1896 0.2407 0.1843 0.011
H -2.1236 1.4289 -1.0815 -0.048
H -1.7450 0.1726 -1.4175 -0.013
O -2.3556 0.6287 -0.8733 0.038

---

Record 8
11
Properties=species:S:1:pos:R:3:lowdin_charge:R:1 method="wB97M-V/def2-TZVPD" orbital_gap_ev=7.286 spin_multiplicity=1 homo_energy_ev=-2.621 charge=-1
N 1.3239 1.9724 -0.0555 -0.008
H 1.1007 0.9901 -0.2577 -0.025
H 2.1593 2.2597 -0.5491 -0.022
H 0.5733 2.4836 -0.5070 -0.012
N -0.9826 -0.7663 1.0685 -0.069
C -0.7586 -1.4837 -0.2868 -0.656
O -0.1574 -0.7795 -1.2124 -0.342
H -1.2881 0.1889 0.8412 0.016
H -0.0199 -0.6135 1.3634 0.005
H -1.7748 -1.8885 -0.5026 0.054
H -0.1757 -2.3631 0.0980 0.058

---

| no. | E (eV) |
| --- | --- |
| 1 | -28060.4585 |
| 2 | -135666.1073 |
| 3 | -11022.7882 |
| 4 | -7802.1471 |
| 5 | -86775.9539 |
| 6 | -19226.8166 |
| 7 | -13536.4172 |
| 8 | -6178.1349 |